{
  "formula": "C2H4FNO",
  "method": "ωB97M-V/def2-TZVPD",
  "total_charge": 0,
  "max_force_ev_per_a": 4.11,
  "relative_energy_kj_mol": 64.86,
  "total_energy_ev": -8393.5751,
  "smiles": "NC(=O)CF",
  "e_homo_ev": -10.3,
  "elements": ["C", "C", "H", "H", "H", "H", "N", "O", "F"],
  "positions_angstrom": [[-0.244, 0.566, -0.133], [1.015, -0.124, 0.158], [-2.190, -0.049, -0.159], [-1.106, -1.162, -0.063], [1.256, 0.034, 1.284], [0.887, -1.192, -0.096], [-1.272, -0.308, -0.417], [-0.425, 1.776, -0.102], [2.079, 0.458, -0.473]],
  "forces_ev_per_a": [[-2.390, 2.433, -0.283], [1.622, -0.216, 2.315], [-0.913, 0.978, -0.093], [0.723, -3.919, 1.008], [-0.736, -0.660, -1.609], [0.715, 0.401, 0.084], [0.166, 2.379, -0.788], [0.695, -1.211, -0.088], [0.119, -0.185, -0.546]]
}


{
  "formula": "CH3N2O2",
  "method": "ωB97M-V/def2-TZVPD",
  "total_charge": 1,
  "max_force_ev_per_a": 6.22,
  "relative_energy_kj_mol": 578.68,
  "total_energy_ev": -8145.1358,
  "e_homo_ev": [-16.0, -16.0],
  "elements": ["C", "N", "N", "O", "O", "H", "H", "H"],
  "positions_angstrom": [[0.827, -0.199, 0.788], [-1.199, -0.537, -0.382], [0.639, 0.741, -0.307], [0.721, 0.401, 1.785], [0.583, 1.862, -0.578], [1.334, -1.167, 0.445], [-1.028, -1.300, -1.026], [-1.877, 0.199, -0.726]],
  "forces_ev_per_a": [[3.155, -1.330, 1.654], [1.156, 2.296, 0.964], [-4.244, 2.251, -3.954], [-0.632, -0.835, 0.904], [0.894, -2.468, 0.761], [-1.318, 1.037, 0.532], [-0.024, 0.090, -0.824], [1.013, -1.041, -0.036]]
}


{
  "formula": "C2H6N2O3S",
  "method": "ωB97M-V/def2-TZVPD",
  "total_charge": 0,
  "max_force_ev_per_a": 3.76,
  "relative_energy_kj_mol": 114.45,
  "total_energy_ev": -22127.8419,
  "e_homo_ev": -10.1,
  "elements": ["C", "C", "N", "N", "O", "O", "O", "S", "H", "H", "H", "H", "H", "H"],
  "positions_angstrom": [[0.097, -0.769, 0.277], [1.143, 1.461, -0.043], [-0.046, -2.040, 0.035], [1.170, -0.014, 0.092], [-2.602, -0.887, 0.359], [-1.649, 1.275, 1.066], [-1.436, 0.506, -1.308], [-1.676, 0.175, 0.112], [1.540, 1.737, -1.068], [1.732, 2.143, 0.574], [0.091, 1.790, 0.244], [0.657, -2.642, -0.217], [-1.021, -2.398, 0.282], [1.999, -0.336, -0.405]],
  "forces_ev_per_a": [[-1.164, 2.450, -1.232], [-1.581, 1.345, -0.556], [-3.286, 0.597, 1.727], [1.022, 0.365, -0.034], [-0.174, -0.578, 0.276], [-0.166, -0.976, -0.751], [-0.509, -0.285, 2.032], [1.639, 0.918, -1.136], [-1.253, -0.479, 0.839], [0.663, -1.219, 0.867], [1.491, -0.161, -1.223], [1.888, -1.672, -0.623], [1.770, 0.512, -0.697], [-0.340, -0.818, 0.512]]
}


{
  "formula": "C33H31BrMgN3O2PS",
  "method": "ωB97M-V/def2-TZVPD",
  "total_charge": 0,
  "max_force_ev_per_a": 0.53,
  "relative_energy_kj_mol": 0.00,
  "total_energy_ev": -138903.6351,
  "e_homo_ev": -7.6,
  "elements": ["Mg", "C", "C", "C", "C", "C", "C", "P", "C", "C", "C", "C", "C", "C", "C", "C", "C", "C", "C", "C", "H", "H", "H", "H", "H", "H", "H", "H", "H", "H", "H", "H", "H", "H", "S", "C", "C", "C", "C", "C", "N", "H", "H", "H", "H", "O", "C", "O", "C", "N", "C", "C", "C", "H", "H", "H", "H", "H", "H", "H", "H", "H", "Br", "C", "C", "C", "N", "C", "C", "H", "H", "H", "H"],
  "positions_angstrom": [[0.340, 1.035, -0.284], [1.737, -5.888, -2.656], [0.518, -5.223, -2.592], [0.476, -3.876, -2.266], [1.648, -3.161, -2.008], [2.864, -3.840, -2.074], [2.908, -5.193, -2.396], [1.464, -1.416, -1.480], [3.182, -0.771, -1.517], [3.653, -0.140, -0.368], [4.903, 0.472, -0.348], [5.696, 0.447, -1.481], [5.240, -0.184, -2.636], [3.992, -0.782, -2.655], [0.732, -0.531, -2.886], [0.658, -0.952, -4.214], [0.174, -0.069, -5.169], [-0.200, 1.217, -4.785], [-0.120, 1.609, -3.454], [0.322, 0.742, -2.443], [1.770, -6.940, -2.912], [-0.403, -5.756, -2.792], [-0.482, -3.370, -2.207], [3.788, -3.312, -1.874], [3.864, -5.700, -2.448], [3.039, -0.130, 0.529], [5.244, 0.974, 0.549], [6.666, 0.929, -1.476], [5.857, -0.194, -3.527], [3.628, -1.244, -3.567], [0.974, -1.950, -4.502], [0.097, -0.371, -6.206], [-0.565, 1.913, -5.533], [-0.441, 2.618, -3.206], [1.105, 3.053, 0.910], [0.610, 1.968, 2.186], [0.578, 2.321, 3.545], [0.163, 1.398, 4.478], [-0.221, 0.118, 4.073], [-0.164, -0.179, 2.733], [0.245, 0.713, 1.819], [0.875, 3.320, 3.829], [0.133, 1.669, 5.526], [-0.550, -0.630, 4.779], [-0.427, -1.158, 2.352], [0.370, -4.891, 2.443], [1.056, -3.986, 1.747], [0.590, -2.930, 1.403], [2.492, -4.394, 1.404], [2.803, -5.727, 1.952], [3.881, -5.607, 2.960], [3.890, -4.128, 3.336], [3.502, -3.427, 2.034], [2.551, -4.379, 0.316], [3.034, -6.382, 1.221], [1.000, -5.642, 2.536], [4.848, -5.903, 2.543], [3.674, -6.250, 3.815], [4.864, -3.811, 3.708], [3.154, -3.925, 4.117], [4.371, -3.321, 1.381], [3.069, -2.438, 2.175], [-5.982, 3.311, -1.668], [-4.278, 2.689, -1.161], [-3.194, 3.546, -1.178], [-1.962, 3.042, -0.798], [-1.777, 1.775, -0.420], [-2.839, 0.969, -0.410], [-4.111, 1.374, -0.770], [-3.296, 4.580, -1.478], [-1.086, 3.677, -0.783], [-2.666, -0.056, -0.101], [-4.940, 0.680, -0.746]],
  "forces_ev_per_a": [[-0.302, 0.232, -0.373], [0.014, 0.000, 0.013], [-0.017, 0.031, 0.012], [-0.005, -0.023, 0.009], [0.006, -0.036, 0.034], [0.010, 0.017, -0.062], [-0.013, 0.014, -0.006], [0.103, -0.004, -0.017], [0.026, 0.007, 0.045], [0.029, -0.087, 0.063], [-0.035, -0.038, -0.014], [0.010, -0.001, -0.051], [0.011, 0.004, 0.027], [-0.059, 0.029, -0.030], [-0.001, 0.107, 0.044], [0.016, 0.059, 0.058], [0.004, 0.030, 0.031], [0.002, -0.045, -0.004], [-0.039, -0.109, 0.053], [0.174, -0.108, -0.114], [0.001, 0.025, 0.006], [0.018, 0.007, 0.004], [0.016, 0.005, 0.003], [0.006, 0.012, 0.007], [-0.013, 0.014, -0.004], [-0.011, 0.025, -0.041], [-0.009, -0.005, -0.006], [-0.014, -0.015, 0.000], [-0.012, 0.005, 0.015], [0.001, 0.012, 0.017], [-0.002, 0.008, 0.007], [0.005, -0.002, 0.022], [0.002, -0.017, 0.001], [0.017, 0.007, 0.010], [0.137, -0.182, 0.241], [-0.020, -0.172, 0.064], [-0.007, 0.083, -0.044], [0.008, 0.020, -0.005], [-0.011, -0.024, 0.102], [0.076, 0.083, -0.172], [0.013, 0.151, -0.166], [-0.001, -0.008, 0.018], [0.005, -0.002, -0.005], [0.001, 0.029, 0.016], [0.031, 0.026, 0.015], [0.036, 0.020, -0.077], [0.023, 0.030, -0.087], [-0.028, -0.106, 0.129], [-0.027, -0.059, 0.075], [-0.064, 0.116, 0.080], [-0.075, 0.010, -0.055], [0.030, 0.033, -0.003], [-0.010, 0.021, -0.016], [-0.029, -0.022, 0.022], [0.011, -0.024, -0.014], [0.044, -0.067, 0.056], [0.006, 0.019, -0.039], [0.018, -0.028, 0.008], [-0.026, 0.009, 0.028], [-0.025, -0.022, -0.042], [0.008, -0.026, -0.013], [0.026, 0.015, 0.000], [-0.028, 0.012, -0.010], [-0.013, 0.017, -0.007], [0.037, 0.017, 0.000], [-0.059, -0.019, 0.019], [-0.149, 0.008, 0.066], [0.056, -0.069, 0.015], [-0.004, -0.047, 0.021], [0.005, -0.022, 0.006], [0.031, -0.012, 0.023], [0.015, 0.007, -0.009], [0.020, 0.022, 0.000]]
}


{
  "formula": "CH2O2S",
  "method": "ωB97M-V/def2-TZVPD",
  "total_charge": 0,
  "max_force_ev_per_a": 3.29,
  "relative_energy_kj_mol": 335.98,
  "total_energy_ev": -15996.4532,
  "smiles": "O=CSO",
  "e_homo_ev": -9.3,
  "elements": ["C", "O", "O", "S", "H", "H"],
  "positions_angstrom": [[0.644, -0.304, 1.296], [0.635, 0.551, 2.104], [-1.090, -0.091, -1.869], [-0.381, 0.372, -0.249], [1.272, -1.211, 1.289], [-1.079, 0.683, -2.572]],
  "forces_ev_per_a": [[0.701, -0.240, -1.511], [-0.503, -0.298, -0.399], [0.785, 0.817, -0.026], [-1.163, 1.566, -0.652], [-0.534, -0.009, -0.047], [0.714, -1.836, 2.635]]
}